Entry 1:
Computed, not measured: a cluster of 2 separate species, C6H12O in total in a non-equilibrium geometry, with ωB97M-V/def2-TZVPD.

Geometry as XYZ:
```
19
Properties=species:S:1:pos:R:3:forces:R:3:lowdin_charge:R:1
C 1.510297 1.012183 0.353707 -0.7 0.6 -1.3 0.116
C 0.743808 -2.125762 1.534140 -1.0 -0.9 -0.7 -0.222
C -0.651611 2.149905 -0.155509 0.0 0.0 0.0 -0.064
C -1.426600 -0.470909 -1.424451 0.0 -0.3 0.3 -0.063
C 0.360118 1.056619 -0.394578 0.7 0.6 1.5 -0.361
C -0.044894 -0.199182 -0.921069 0.6 -1.2 0.4 -0.099
O 0.312780 -0.961752 0.898243 0.1 1.0 -0.1 -0.288
H 1.749628 1.793589 1.066069 0.0 0.1 -0.1 0.079
H 2.287228 0.288454 0.160302 -0.2 -0.3 0.2 0.077
H 0.737952 -0.801550 -1.367936 0.0 0.0 0.0 0.124
H 0.912105 -1.938051 2.606355 0.0 0.2 -0.2 0.075
H 1.658143 -2.573667 1.112727 0.0 0.1 0.0 0.064
H -0.046527 -2.892383 1.490908 0.2 -0.2 0.1 0.063
H -1.144070 2.444636 -1.084987 0.0 0.0 0.1 0.077
H -1.422365 1.821717 0.548203 0.0 0.0 -0.1 0.086
H -0.179181 3.034743 0.274933 0.0 -0.1 -0.1 0.075
H -2.192411 -0.096781 -0.743546 0.1 0.0 0.0 0.083
H -1.574973 -1.545295 -1.553470 0.0 0.1 0.0 0.083
H -1.589426 0.003484 -2.400042 0.2 0.0 0.1 0.094
```
Forces are in eV/Å.

- Strongest force on any atom: 1.77 eV Å⁻¹
- E_tot: -310.90800 Eh
- Charge: 0
- HOMO (alpha / beta): -0.30134 / -0.30133 Eh
- Frontier orbital gap (alpha / beta): 8.46 / 8.46 eV

---

Entry 2:
Computed, not measured: the molecule C6H12O, with ωB97M-V/def2-TZVPD.

Geometry as XYZ:
```
19
Properties=species:S:1:pos:R:3:forces:R:3:lowdin_charge:R:1
C -1.314334 1.393061 -1.272383 0.0 0.0 0.1 -0.041
C -0.372061 0.861224 -0.190722 0.2 0.0 0.0 -0.366
O -1.117840 0.196033 0.834556 0.1 0.1 0.2 -0.181
C 0.624111 -0.072235 -0.891734 0.0 0.0 -0.1 -0.249
C 1.724404 -0.687084 -0.090499 0.2 -0.1 0.1 -0.114
C 0.495777 -1.493143 -0.438832 -0.3 -0.3 -0.2 -0.114
C -0.424993 -0.265587 2.007359 -0.3 0.2 0.0 -0.106
H -0.703566 1.984064 -1.965819 -0.2 0.0 0.1 0.082
H -2.113160 2.035239 -0.893200 0.1 -0.1 0.1 0.079
H -1.759509 0.578111 -1.856165 0.1 0.1 0.2 0.089
H 0.143692 1.713889 0.281271 0.1 -0.1 -0.1 0.148
H -0.351581 -1.577693 0.238469 0.6 -0.5 -0.3 0.085
H 0.824163 0.156878 -1.938041 -0.1 0.0 0.2 0.136
H 1.932824 -0.278236 0.898070 -0.2 -0.3 -0.2 0.096
H 2.618257 -0.972261 -0.634794 0.0 0.1 0.0 0.099
H 0.591746 -2.348062 -1.094284 0.2 0.2 -0.3 0.102
H 0.135662 0.529006 2.515449 -0.2 0.1 -0.1 0.095
H 0.270632 -1.093328 1.830282 -0.2 0.3 0.0 0.064
H -1.204224 -0.659875 2.661016 0.0 0.3 0.1 0.094
```
Forces are in eV/Å.

- Strongest force on any atom: 0.80 eV Å⁻¹
- E_tot: -310.98201 Eh
- SMILES: CO[C@H](C)C1CC1
- Charge: 0
- HOMO: -0.36104 Eh
- Frontier orbital gap: 11.01 eV

---

Entry 3:
Computed, not measured: the molecule C6H12O in a non-equilibrium geometry, with ωB97M-V/def2-TZVPD.

Geometry as XYZ:
```
19
Properties=species:S:1:pos:R:3:forces:R:3:lowdin_charge:R:1
C 1.654811 -0.790723 0.138848 -0.1 0.0 -0.2 -0.044
C 1.144090 0.506184 0.638033 0.8 -0.9 -0.8 -0.405
O 1.449261 0.930589 1.864590 0.4 0.3 1.3 0.065
C 0.346334 1.354773 -0.216967 -0.7 -0.1 0.2 -0.175
C -1.116110 0.935311 0.089531 -0.4 -0.1 -1.5 -0.170
C -1.469763 -0.547701 0.165677 0.0 -0.1 0.5 -0.330
C -1.373019 -0.862079 -1.316456 0.3 -1.1 0.5 -0.066
H 2.160093 -0.630889 -0.822898 0.1 -0.1 0.1 0.092
H 0.825293 -1.489118 -0.093790 0.4 0.0 0.2 0.064
H 2.357142 -1.270833 0.829516 -0.1 0.0 -0.1 0.086
H 1.928931 0.242001 2.347075 -0.2 0.2 -0.1 0.113
H 0.466017 2.410649 0.037568 0.0 0.0 -0.2 0.122
H 0.576146 1.175680 -1.277008 0.0 0.1 0.2 0.114
H -1.581656 1.586216 0.842872 -0.1 -0.1 -0.4 0.109
H -1.565755 0.707316 -1.136143 -0.1 1.3 0.7 0.146
H -2.525425 -0.599813 0.457951 0.2 0.0 0.0 0.103
H -0.915694 -1.152251 0.906894 0.0 0.0 -0.3 0.093
H -2.043471 -1.618823 -1.731347 -0.1 0.4 0.0 0.048
H -0.358416 -0.962366 -1.713895 -0.3 0.3 0.0 0.036
```
Forces are in eV/Å.

- Strongest force on any atom: 1.56 eV Å⁻¹
- E_tot: -310.84492 Eh
- Charge: 0
- HOMO (alpha / beta): -0.21969 / -0.27909 Eh
- Frontier orbital gap (alpha / beta): 6.04 / 8.30 eV

---

Entry 4:
Computed, not measured: a cluster of 2 separate species, C6H12O in total in a non-equilibrium geometry, with ωB97M-V/def2-TZVPD.

Geometry as XYZ:
```
19
Properties=species:S:1:pos:R:3:forces:R:3:lowdin_charge:R:1
C -0.503409 -1.937159 -0.975956 0.6 -0.2 -0.8 -0.198
C -1.489759 -2.827575 -0.952765 -0.3 0.7 -0.3 -0.004
C -0.606327 -0.441631 -0.852179 1.0 -0.2 -0.2 -0.223
C -0.044123 -0.000956 0.490523 -0.4 -0.4 -0.1 -0.133
C 1.137694 0.621683 0.613627 -0.1 -1.2 0.6 -0.186
C 1.692561 1.107930 1.919157 0.2 -0.9 0.3 -0.110
H 0.508994 -2.263789 -1.222043 0.0 -0.3 0.8 0.101
H -1.350107 -3.898972 -0.939959 0.2 0.0 -0.3 0.047
H -2.508201 -2.464060 -1.071362 -0.1 -0.1 0.6 0.056
H 0.079606 0.089388 -1.521323 -0.3 -0.4 -0.6 0.101
H -1.609801 -0.114152 -1.117294 -0.1 0.3 0.6 0.110
H -0.569272 -0.407455 1.354390 -0.3 0.9 0.2 0.115
H 1.882378 0.374374 -0.142318 -0.3 1.2 -0.7 0.112
H 2.656203 0.611877 2.071135 0.1 0.2 0.1 0.071
H 1.858131 2.181748 2.010009 -0.1 0.0 -0.3 0.068
H 1.045138 0.781662 2.735963 0.0 0.2 0.1 0.072
H -0.697056 3.459296 -1.306549 0.0 0.3 -0.1 0.033
H -0.513088 2.522781 -0.120825 -0.1 -0.2 -0.3 0.023
O -0.969562 2.605011 -0.972233 0.1 0.0 0.3 -0.055
```
Forces are in eV/Å.

- Strongest force on any atom: 1.40 eV Å⁻¹
- E_tot: -310.97749 Eh
- SMILES: C=CC/C=C/C.O
- Charge: 0
- HOMO: -0.33230 Eh
- Frontier orbital gap: 9.94 eV

---

Entry 5:
Computed, not measured: a structure of composition C6H12O, with ωB97M-V/def2-TZVPD.

Geometry as XYZ:
```
19
Properties=species:S:1:pos:R:3:forces:R:3:lowdin_charge:R:1
C -1.564455 2.861479 0.038369 0.0 0.0 0.0 -0.078
C -0.280212 2.065262 -0.084979 0.0 0.3 -0.1 -0.305
O -0.567690 0.713028 0.180537 0.0 0.0 0.0 -0.156
C 0.588632 -0.078919 0.265683 0.1 -0.1 0.0 -0.298
C 0.237019 -1.481546 0.689588 0.2 0.1 0.0 -0.092
C 1.325626 -2.428126 0.341984 0.2 -0.1 0.1 -0.232
C 0.355089 -2.529070 -0.816583 0.1 -0.2 -0.2 -0.106
H -1.384628 3.919642 -0.178003 0.0 -0.2 0.0 0.075
H -2.316659 2.484377 -0.661098 0.1 0.1 0.1 0.077
H -1.965162 2.772738 1.052574 0.0 0.0 -0.1 0.078
H 0.471624 2.439434 0.631409 -0.1 -0.1 -0.1 0.118
H 0.154226 2.174422 -1.094297 -0.1 0.0 0.1 0.119
H 1.177206 0.003988 -0.674985 -0.1 -0.1 0.1 0.128
H 1.251138 0.290678 1.072589 -0.1 -0.1 -0.1 0.136
H -0.579262 -1.904728 -0.370845 -0.1 0.0 0.0 0.115
H 2.297100 -2.020851 0.044976 -0.2 0.0 0.1 0.107
H 1.424864 -3.324417 0.953169 0.0 0.1 -0.1 0.099
H 0.682877 -2.072445 -1.748717 -0.1 0.0 0.2 0.106
H -0.141326 -3.493028 -0.918138 0.0 0.2 0.0 0.108
```
Forces are in eV/Å.

- Strongest force on any atom: 0.31 eV Å⁻¹
- E_tot: -310.89631 Eh
- Charge: 0
- HOMO: -0.30049 Eh
- Frontier orbital gap: 9.27 eV

---

Entry 6:
Computed, not measured: the molecule C6H12O in a non-equilibrium geometry, with ωB97M-V/def2-TZVPD.

Geometry as XYZ:
```
19
Properties=species:S:1:pos:R:3:forces:R:3:lowdin_charge:R:1
C -0.052358 -2.688958 0.160369 0.1 0.3 -0.4 -0.115
C 0.902102 -1.715248 0.827279 0.6 0.5 -0.4 -0.277
C 1.242962 -0.454156 -0.004770 -1.2 -0.4 0.3 -0.208
C -0.972099 2.715757 -0.568802 -0.7 -0.8 0.2 -0.248
O -1.952353 2.407375 0.438532 0.2 0.0 -0.2 -0.081
C 0.105525 1.672361 -0.689629 0.4 0.6 1.3 -0.102
C 0.042952 0.457711 -0.172952 0.3 -0.2 0.4 -0.110
H -1.039590 -2.239558 0.047575 -0.1 -0.1 0.1 0.064
H 0.301733 -2.900004 -0.850695 0.0 -0.2 0.0 0.073
H -0.147843 -3.630619 0.696666 0.0 0.0 0.1 0.067
H 1.893718 -2.147603 0.997617 -0.3 -0.5 0.3 0.101
H 0.501226 -1.376311 1.786774 0.1 -0.1 0.1 0.107
H 2.029122 0.029089 0.559726 0.3 0.5 -0.2 0.105
H 1.600501 -0.723009 -0.995207 0.3 -0.2 0.0 0.111
H -0.511957 3.643919 -0.250061 0.0 0.3 -0.3 0.111
H -1.524373 2.818625 -1.505073 0.3 0.5 -0.2 0.113
H -2.665516 1.937920 0.002743 -0.1 -0.1 0.1 0.076
H 1.106993 2.083997 -0.795548 0.0 -0.1 -0.9 0.109
H -0.860747 0.108713 0.315458 -0.3 0.0 -0.3 0.103
```
Forces are in eV/Å.

- Strongest force on any atom: 1.46 eV Å⁻¹
- E_tot: -311.00538 Eh
- SMILES: CCC/C=C/CO
- Charge: 0
- HOMO: -0.34209 Eh
- Frontier orbital gap: 10.28 eV